Formula: C4H10N4O
Source: OMol25
Level of theory: ωB97M-V/def2-TZVPD

Values from the calculation:
**SMILES**: [H]/N=C(\N)O/C(=N/[H])NCC
**HOMO-LUMO gap**: 9.83 eV
**HOMO**: -8.9942 eV
**Energy above the lowest of the compared OMol25 structures with the same formula, charge and spin**: 44.7 kcal per mole
**LUMO energy**: 0.83 eV

Structure (XYZ):
```
19
C4H10N4O ωB97M-V/def2-TZVPD
H 2.39106 -1.81398 1.07649
N 1.54602 -1.19431 0.85769
C 1.84074 -0.39223 -0.06148
N 3.12442 0.10239 -0.48054
O 0.88922 0.39119 -0.73554
C 0.08282 1.20674 0.07356
N 0.66202 1.92020 0.97799
H 0.16813 2.57113 1.59849
N -1.22486 1.17688 -0.29074
C -1.79927 -0.08505 -0.78333
C -2.08093 -1.10262 0.37504
H 3.13410 0.91940 -1.25320
H 3.64213 -0.79424 -0.86738
H -1.89142 1.59904 0.30063
H -2.77313 0.30878 -1.18294
H -1.14556 -0.49569 -1.62212
H -2.96879 -0.80921 0.94949
H -2.40896 -2.20198 0.13008
H -1.18774 -1.30642 0.93782
```